Formula: C44H114ClN4O14
Source: OMol25
Level of theory: ωB97M-V/def2-TZVPD

XYZ file:
```
177
C44H114ClN4O14 (ωB97M-V/def2-TZVPD)
C -0.02811 -1.61962 0.16295
C 1.15315 -2.16116 -0.65932
O 0.75912 -2.49234 -1.97999
C 1.03649 -1.50638 -2.95185
C -0.26971 -1.09238 -3.69353
O -1.42738 -1.33132 -2.89321
C -2.34775 -0.28095 -2.90833
N -2.40252 0.36532 -1.56565
C -2.67012 1.70900 -1.58792
N -1.65741 2.64966 -1.69556
C -0.53700 2.32685 -0.78320
C -1.21386 2.90275 -3.08110
C -0.08135 3.94717 -3.16321
C -0.32511 5.19818 -2.32221
C -1.55857 5.98002 -2.82410
C 0.89757 6.14466 -2.53450
C 2.06827 5.86596 -1.57420
C 3.00115 4.76429 -1.98874
C 3.77355 4.02651 -1.09054
C 3.13394 2.93119 -0.25422
C 5.24582 4.23710 -0.86426
N -3.88459 2.16629 -1.45198
N -4.94870 1.25961 -1.31394
C -4.19078 3.61138 -1.42082
C -3.63990 4.34909 -0.17944
C -3.48071 3.46049 1.05614
Cl -4.54862 5.84489 0.13675
H -0.11871 -0.54089 0.06217
H 0.08753 -1.89889 1.21088
H -0.91661 -2.12922 -0.21012
H 1.44245 -3.09072 -0.16582
H 2.02312 -1.50228 -0.60234
H 1.57282 -0.64085 -2.54941
H 1.70399 -1.97550 -3.68142
H -0.18300 -0.06066 -4.03786
H -0.32685 -1.75937 -4.55642
H -2.20528 0.42614 -3.72278
H -3.33068 -0.73835 -3.06288
H -3.06394 -0.14299 -0.99016
H 0.26716 1.81328 -1.30743
H -0.91475 1.64401 -0.02407
H -0.21529 3.22133 -0.25561
H -2.03730 3.24613 -3.71401
H -0.82683 1.99084 -3.54697
H 0.00394 4.25704 -4.21367
H 0.84438 3.42718 -2.90765
H -0.37265 5.01427 -1.24702
H -2.37458 5.31293 -3.10073
H -1.22333 6.55359 -3.68970
H -1.86790 6.72669 -2.09277
H 0.60207 7.19538 -2.50652
H 1.24723 5.94331 -3.55194
H 1.68855 5.74495 -0.54931
H 2.68588 6.77193 -1.56589
H 3.04797 4.51139 -3.05236
H 3.58047 1.97247 -0.51727
H 3.18591 3.11662 0.82623
H 2.08581 2.89356 -0.54096
H 5.61361 3.46571 -0.19451
H 5.36109 5.22894 -0.42861
H 5.79666 4.14698 -1.80878
H -5.19819 1.19220 -0.32986
H -5.75671 1.60720 -1.81880
H -5.27494 3.71300 -1.36628
H -3.89769 4.10536 -2.34293
H -2.63471 4.66059 -0.45490
H -4.27502 2.71465 1.11666
H -3.41973 4.07904 1.94685
H -2.53321 2.92491 1.00338
C -5.35484 -3.89867 -2.84197
C -4.17702 -4.36900 -2.00862
O -2.98200 -4.41256 -2.77931
H -5.50704 -4.56014 -3.69517
H -6.27052 -3.87390 -2.24794
H -5.17151 -2.89632 -3.24144
H -4.35499 -5.37427 -1.62994
H -4.01795 -3.70231 -1.15214
H -2.81891 -3.51954 -3.10025
C 4.10140 -4.83612 2.07329
C 4.72879 -3.53354 1.61839
O 3.90915 -2.42398 1.99744
H 3.10591 -4.95125 1.63938
H 4.71385 -5.68884 1.77900
H 3.98263 -4.84668 3.16031
H 4.82587 -3.51473 0.53376
H 5.72393 -3.40782 2.05547
H 3.83140 -2.43468 2.95727
C -0.20646 7.77244 -6.78170
C 0.62232 6.52723 -6.53097
O -0.21012 5.37006 -6.40735
H -0.91807 7.92721 -5.96897
H 0.42836 8.65517 -6.86508
H -0.78532 7.67244 -7.70277
H 1.18231 6.62275 -5.60279
H 1.33295 6.36781 -7.34711
H -0.69887 5.27703 -7.23221
C 6.40090 -5.71243 -2.69234
C 6.93129 -5.14100 -1.39111
O 6.61066 -6.00032 -0.29282
H 5.31878 -5.84390 -2.63793
H 6.63482 -5.05641 -3.53184
H 6.83577 -6.69548 -2.88761
H 6.48064 -4.16935 -1.18940
H 8.01198 -5.01396 -1.44176
H 7.01771 -6.85558 -0.46564
C 9.64961 1.53364 -0.10396
C 8.30984 2.03567 0.39871
O 7.28159 1.81572 -0.56705
H 9.91792 2.03341 -1.03566
H 10.43648 1.71273 0.63006
H 9.60560 0.46208 -0.31239
H 8.34918 3.10792 0.58681
H 8.03605 1.53206 1.33131
H 7.23335 0.86745 -0.73019
C -0.62324 6.17119 2.14612
C 0.54379 5.79232 3.04296
O 1.78034 5.92278 2.34521
H -0.63963 5.53727 1.25442
H -1.57472 6.06484 2.67152
H -0.52951 7.20429 1.80394
H 0.45450 4.75460 3.36337
H 0.57115 6.42491 3.93428
H 1.86528 6.84257 2.07163
C -1.80656 3.55804 5.87337
C -0.40368 3.74228 6.42519
O -0.17164 5.10975 6.75196
H -1.94837 4.17585 4.98411
H -1.99230 2.51455 5.61121
H -2.55426 3.87067 6.60555
H 0.33925 3.44871 5.68448
H -0.25635 3.13208 7.32172
H -0.82454 5.36249 7.41352
C 11.19179 -2.20888 -2.56180
C 10.60163 -3.51946 -3.04628
O 9.17950 -3.52725 -2.91389
H 10.92759 -2.03665 -1.51783
H 12.27868 -2.21020 -2.65305
H 10.79557 -1.36948 -3.13915
H 10.98306 -4.35108 -2.45578
H 10.86187 -3.69379 -4.09491
H 8.83329 -2.80128 -3.44403
C -9.03561 -4.59490 0.50431
C -7.58351 -4.55565 0.94542
O -7.17514 -3.20728 1.18771
H -9.17649 -4.00310 -0.40164
H -9.35718 -5.61947 0.30886
H -9.68289 -4.16507 1.27168
H -6.93757 -4.96485 0.16890
H -7.43496 -5.13852 1.85870
H -7.74531 -2.85932 1.88254
C -10.69231 -5.92081 3.78233
C -9.23997 -5.88056 4.21710
O -8.83154 -4.52691 4.45683
H -10.83395 -5.32949 2.87765
H -11.01383 -6.94473 3.58842
H -11.34066 -5.49172 4.55046
H -8.59583 -6.28894 3.44235
H -9.09031 -6.46316 5.12974
H -9.39717 -4.17132 5.15057
C 0.18562 -5.90446 5.41035
C 1.44251 -5.37720 4.74218
O 2.60871 -5.88656 5.38213
H 0.16985 -5.62501 6.46442
H -0.71099 -5.51004 4.92803
H 0.15332 -6.99540 5.36519
H 1.48372 -4.29008 4.80522
H 1.46780 -5.66238 3.68502
H 2.58349 -6.84727 5.31885
C -4.42081 -4.71030 5.76192
C -4.80155 -5.24733 4.39400
O -6.19137 -5.54561 4.32787
H -4.67045 -5.43499 6.53750
H -3.35245 -4.49210 5.81602
H -4.97465 -3.79490 5.98461
H -4.26233 -6.17045 4.18339
H -4.55563 -4.51858 3.61272
H -6.68008 -4.73097 4.50258
```

Properties
LUMO	-2.98	eV
spin multiplicity	1
charge	+1
HOMO level	-8.323	eV